This record from the OMol25 dataset describes a cluster of 12 separate species, C40H112N8O16 in total at a distorted geometry. The level of theory is ωB97M-V/def2-TZVPD.

Output
orbital gap: 9.35 eV
strongest force on any atom: 2.770 eV/Å
2S+1: 1
SMILES: COC[C@H](C)N.COC[C@H](C)N.COC[C@H](C)N.COC[C@H](C)N.COC[C@H](C)N.COC[C@H](C)N.COC[C@H](C)N.COC[C@H](C)N.OCCO.OCCO.OCCO.OCCO

XYZ file:
```
176
Properties=species:S:1:pos:R:3:forces:R:3:mulliken_charge:R:1
C 4.75757 3.15805 -1.52877 -1.2 0.3 1.8 -0.702
C 5.81673 2.18572 -1.94318 0.2 -1.0 -1.2 0.127
O 6.17190 1.25549 -0.94261 0.1 0.6 0.5 -0.530
O 3.51398 2.48573 -1.18340 0.3 0.1 -0.7 -0.112
H 4.53433 3.98750 -2.20112 0.4 -0.3 -0.5 0.433
H 4.96800 3.65694 -0.57749 0.7 -0.1 -0.1 0.320
H 6.69606 2.67702 -2.37483 0.1 0.3 0.4 0.280
H 5.44566 1.58693 -2.78790 -0.4 0.3 -0.2 -0.235
H 6.05512 0.35698 -1.29114 -0.1 -0.1 0.2 0.473
H 2.93689 2.56910 -1.94911 -0.1 -0.2 0.1 -0.110
C 3.95764 0.16048 2.72593 -0.5 -1.8 -0.6 1.956
C 5.09471 -0.53741 1.97698 1.0 1.8 0.1 -0.879
O 6.00354 -1.04307 2.96272 -0.4 -0.5 0.1 -0.615
O 4.40117 1.13024 3.63630 0.6 0.1 -0.5 -0.447
H 3.37661 -0.58564 3.27489 0.0 -0.1 0.0 -1.037
H 3.28634 0.53719 1.94585 0.0 0.5 0.2 -0.840
H 5.64208 0.25914 1.45507 -0.2 0.1 -0.2 0.835
H 4.83110 -1.21938 1.16692 -0.5 -0.5 0.5 0.263
H 6.85050 -1.22996 2.54884 0.0 0.0 0.0 0.335
H 5.35570 0.96988 3.67681 -0.1 0.2 0.4 0.449
C -2.23923 -2.59147 -1.85773 -0.4 0.2 -0.7 1.661
C -0.81730 -2.59991 -2.32705 1.9 0.8 1.3 2.077
O -0.61513 -1.60917 -3.31938 -1.8 0.2 -1.4 -0.562
O -3.10620 -3.24067 -2.79956 0.1 -0.2 0.2 -0.708
H -2.58532 -1.56129 -1.72701 0.9 -0.7 -0.1 -0.545
H -2.34654 -3.02937 -0.86677 0.0 -0.6 -0.2 -0.812
H -0.34967 -3.55310 -2.59682 -0.7 -0.3 -0.3 0.336
H -0.18024 -2.20102 -1.51337 -1.8 -2.1 -0.3 -1.409
H 0.26628 -1.31967 -3.53872 0.5 -0.4 0.3 0.056
H -2.98937 -2.75160 -3.62231 -0.1 -0.1 0.0 0.473
C 0.03338 -1.18222 0.25475 0.4 0.8 0.3 -0.547
C 1.11428 -0.96222 -0.77787 0.2 -0.5 -0.7 2.095
O 1.42660 0.40914 -0.95204 0.2 -0.1 0.2 1.100
O -1.17964 -0.59027 -0.23338 0.7 0.2 0.8 0.697
H 0.32904 -0.66147 1.17350 0.0 -0.3 0.2 -0.331
H -0.07931 -2.24925 0.44554 -0.4 0.1 0.1 -0.462
H 0.68469 -1.35105 -1.71076 1.1 1.7 0.2 -1.244
H 1.97225 -1.63605 -0.67202 0.1 0.5 0.7 -0.681
H 2.08818 0.67625 -0.30070 0.1 0.1 -0.1 -0.477
H -0.93103 0.34500 -0.22830 -0.5 0.0 -0.3 -0.197
C -3.31160 -6.94999 -0.54924 -0.8 0.3 0.9 -1.648
C -1.80280 -6.70407 -0.45996 -1.7 0.8 0.4 0.915
C -1.41290 -5.96999 0.82438 0.0 -0.7 0.2 -0.341
O -1.94784 -4.67383 0.85313 -0.2 0.5 -0.4 0.128
C -1.95066 -4.05968 2.11158 -0.4 0.9 1.2 -0.678
N -1.17824 -8.02302 -0.49042 1.0 0.3 -1.0 -0.756
H -3.95429 -6.17183 -0.12341 0.5 0.5 -0.2 0.320
H -3.60822 -7.78581 0.09186 0.3 -0.4 -0.4 0.456
H -3.65295 -7.07014 -1.57700 0.1 -0.3 0.0 0.383
H -1.61689 -5.99063 -1.27528 0.6 -0.3 -0.2 -0.027
H -0.31632 -5.92098 0.86419 0.0 -0.1 0.2 -0.261
H -1.78865 -6.52867 1.68994 0.2 -0.2 0.0 0.392
H -1.79650 -2.97782 2.06306 0.6 -0.1 -0.6 -0.209
H -1.24739 -4.48072 2.83314 0.3 -0.1 -0.3 0.447
H -2.90965 -4.01306 2.64622 -0.4 -0.9 -0.4 0.277
H -0.21012 -7.92088 -0.80353 0.0 0.0 0.5 0.248
H -1.56584 -8.52113 -1.28996 -0.3 -0.1 0.3 0.322
C -3.49371 6.99953 3.76592 0.4 -0.7 -0.3 -1.609
C -3.25304 5.48979 3.62201 -0.8 0.5 0.6 0.434
C -2.92931 5.15409 2.17625 -0.5 0.6 0.2 -0.797
O -3.04443 3.76522 1.95731 0.7 0.1 -0.4 -0.232
C -2.09236 3.29084 0.99755 -0.7 -0.9 1.0 -0.292
N -2.19715 5.09494 4.55492 0.4 -0.2 -0.2 -0.428
H -4.06979 7.19905 4.66738 0.3 0.2 0.2 0.400
H -4.06003 7.39655 2.92526 0.1 0.0 0.0 0.417
H -2.48279 7.41512 3.77313 -0.3 0.6 0.2 0.373
H -4.18315 5.00781 3.94605 -0.1 -0.2 -0.6 0.177
H -1.96199 5.59898 1.91018 0.4 -0.6 0.2 0.347
H -3.61912 5.71654 1.53314 -0.3 -0.3 0.0 0.394
H -1.09804 3.55082 1.36224 0.2 0.3 -0.7 0.401
H -2.36388 3.54486 -0.02805 0.3 0.6 0.0 0.442
H -2.16579 2.19914 1.03879 0.0 0.0 0.1 -0.484
H -2.31340 4.13001 4.83305 0.0 -0.1 -0.2 0.136
H -2.21541 5.62998 5.41483 -0.2 0.2 -0.1 0.237
C 1.85803 -3.08978 3.92237 -0.6 0.1 -0.9 -0.560
C 2.86878 -4.22358 3.83308 -0.5 -0.4 1.2 0.476
C 3.74091 -4.15860 2.55742 -0.5 0.2 0.9 -0.939
O 2.99683 -3.63825 1.47747 0.1 0.6 -0.6 0.285
C 2.06610 -4.51974 0.86547 0.9 -0.9 1.4 -0.879
N 3.65762 -4.31640 5.07760 0.5 0.3 0.3 -0.773
H 1.12846 -3.19356 4.72820 0.4 -0.2 0.4 0.501
H 1.21106 -3.07971 3.03950 0.2 0.2 -0.1 -0.394
H 2.35292 -2.12431 4.00250 0.0 0.1 0.0 -0.041
H 2.30171 -5.15819 3.87755 0.0 -0.1 -0.4 0.254
H 4.19675 -5.11447 2.29113 -0.1 -0.2 0.2 0.274
H 4.54980 -3.46696 2.80381 0.0 0.2 -0.4 0.257
H 1.41737 -3.93811 0.22169 0.0 -0.2 -0.2 0.033
H 1.49115 -5.07473 1.61558 -0.4 0.5 0.1 0.382
H 2.60885 -5.35336 0.40458 0.0 0.3 -0.8 0.405
H 4.21856 -3.49158 5.29177 0.2 0.1 -0.8 0.281
H 3.02010 -4.27540 5.86899 -0.2 -0.5 -0.2 0.292
C 4.10287 -2.64475 -1.61524 0.7 -0.7 2.1 -0.745
C 4.75085 -2.10711 -2.86399 0.3 0.9 0.3 0.358
C 3.82714 -1.26719 -3.70861 0.7 0.7 -1.0 -0.365
O 4.59574 -0.68394 -4.77957 0.2 -0.9 0.1 -0.489
C 3.78773 -0.19948 -5.81582 0.2 0.8 -0.1 -0.864
N 5.86999 -1.24863 -2.38743 0.0 0.2 -0.1 -0.612
H 3.30899 -3.39111 -1.57499 0.0 0.0 -0.8 0.555
H 3.83762 -1.89755 -0.85851 -0.3 0.6 -0.8 -0.711
H 4.91082 -3.06664 -1.00077 0.1 -0.5 -0.4 0.358
H 5.24123 -2.86219 -3.48337 -0.7 -0.4 -0.1 0.461
H 3.44304 -0.38983 -3.17589 -0.4 -0.5 0.6 -0.120
H 3.04764 -1.89103 -4.15396 -0.3 0.1 0.2 0.746
H 4.40688 0.10951 -6.65374 0.2 -0.3 -0.1 0.375
H 3.20008 0.67633 -5.50218 2.6 -0.8 -0.1 0.187
H 3.01050 -0.90258 -6.13742 0.2 -0.4 -0.1 0.389
H 6.71743 -1.78528 -2.52501 0.2 0.3 0.2 0.178
H 5.94369 -0.43957 -2.99703 0.1 -0.3 -0.4 0.287
C -6.03857 3.71486 -3.80756 -0.2 -0.4 -1.0 -1.601
C -6.14493 2.67655 -2.68516 -1.1 0.7 0.4 0.625
C -4.87357 1.89616 -2.42144 0.0 0.3 -0.8 -0.433
O -5.19698 0.54536 -2.17008 0.2 0.2 0.2 -0.414
C -4.06471 -0.29595 -2.17669 -0.4 -0.2 0.1 -0.334
N -6.70862 3.31903 -1.43686 0.3 -0.9 -0.4 -0.791
H -5.73089 4.72087 -3.52894 -0.1 -0.1 0.4 0.369
H -6.98907 3.76183 -4.34800 -0.2 0.4 0.4 0.375
H -5.39246 3.40556 -4.63641 0.4 -0.2 0.4 0.371
H -6.95940 1.98689 -2.92429 0.7 -0.5 -0.8 0.335
H -4.28937 2.41009 -1.64715 0.0 -0.4 0.4 0.094
H -4.25937 1.92601 -3.32894 0.1 0.0 0.0 0.287
H -3.41263 -0.18817 -3.04910 -0.1 0.4 -0.2 0.311
H -4.41563 -1.32816 -2.19757 -0.2 0.2 0.1 0.402
H -3.46374 -0.16671 -1.27255 0.0 0.4 -0.2 -0.503
H -6.74014 2.51839 -0.79938 0.1 0.4 0.3 0.238
H -7.69842 3.40379 -1.66399 0.0 0.5 0.2 0.286
C -4.57888 -1.64949 0.86442 0.0 0.6 0.6 -0.539
C -5.10880 -0.95863 2.13143 -1.0 -0.6 -0.6 0.123
C -4.02805 -0.15986 2.84029 1.0 -0.2 -0.9 -0.127
O -3.05759 -1.11076 3.26575 -0.8 -0.1 0.8 -0.352
C -1.84112 -0.50879 3.63553 0.5 -1.0 -0.2 -0.341
N -6.35398 -0.17820 1.77352 1.8 0.2 1.3 -0.780
H -5.41407 -2.17719 0.40504 0.2 -0.4 0.0 0.591
H -3.73227 -2.28815 1.11224 -0.2 -0.2 -0.3 -0.454
H -4.26049 -0.89960 0.13575 0.0 -0.1 0.4 0.285
H -5.39905 -1.72379 2.85599 0.0 -0.1 0.0 0.347
H -4.37018 0.45970 3.67524 -0.2 -0.1 0.0 0.373
H -3.45884 0.46820 2.13824 -0.6 0.4 -0.2 -0.126
H -1.30563 -1.21430 4.27917 -0.1 0.1 0.1 0.166
H -1.95942 0.42212 4.18799 0.0 0.1 -0.3 0.404
H -1.20895 -0.44163 2.74376 -0.1 0.7 0.1 -0.081
H -6.62864 -0.40064 0.82849 0.1 0.2 -0.2 0.326
H -5.98180 0.76651 1.82078 -0.8 0.3 -0.5 0.286
C -0.46160 2.41765 5.54412 0.3 -0.8 0.5 -2.031
C -0.00661 2.45899 4.06859 0.2 0.6 2.3 1.523
C 0.96698 3.62092 3.87445 0.5 1.1 -0.6 -1.161
O 1.29924 3.65827 2.48221 0.1 0.1 -0.1 -0.224
C 2.63430 3.51105 2.05483 0.2 -0.1 -0.9 -0.254
N 0.70104 1.22764 3.71423 -0.7 0.2 -0.8 -0.085
H -1.21651 1.65965 5.76733 -0.1 -0.1 -0.5 0.375
H -0.86068 3.33227 5.97750 0.3 0.3 -0.4 0.485
H 0.36641 2.10160 6.18780 0.2 0.2 -0.1 0.469
H -0.91371 2.57573 3.47502 0.2 0.0 -0.4 -0.241
H 1.87704 3.54733 4.48283 0.0 -0.7 0.0 0.353
H 0.63572 4.63864 4.10342 -0.8 -0.3 0.2 0.442
H 3.04302 2.51730 2.23199 -0.1 0.0 0.3 0.120
H 3.38527 4.23322 2.38682 -0.4 0.3 0.7 0.332
H 2.60155 3.65386 0.97391 -0.1 -0.1 -0.1 0.067
H 1.03642 1.50998 2.79156 0.4 -0.8 0.0 -0.226
H 1.50845 1.09424 4.31405 0.1 0.2 0.0 0.287
C 1.35722 0.98038 -4.84035 -0.2 0.4 0.3 -0.455
C 1.34906 2.39256 -4.26852 -1.1 -0.4 -0.4 1.255
C 0.81092 3.41757 -5.27709 1.0 0.3 0.8 -1.176
O 1.52261 3.40939 -6.49118 -0.3 -0.4 -0.2 -0.285
C 0.82906 4.14328 -7.47630 0.1 0.6 0.0 -0.784
N 0.39401 2.43287 -3.16289 0.0 0.6 0.7 -0.413
H 1.71203 0.30848 -4.04929 -0.1 0.0 -0.1 -1.020
H 2.09201 0.90551 -5.64452 -2.6 0.6 0.1 0.523
H 0.37041 0.64526 -5.15465 -0.2 0.3 0.0 0.502
H 2.34378 2.66904 -3.90105 0.3 0.1 -0.5 -0.147
H 0.96642 4.39530 -4.79634 -0.3 0.2 -0.1 0.404
H -0.26756 3.26265 -5.38082 0.0 -0.2 -0.3 0.493
H 0.76046 5.20505 -7.20690 -0.1 0.0 0.2 0.302
H -0.18745 3.76797 -7.61479 0.0 -0.1 -0.1 0.335
H 1.37437 4.13992 -8.41789 0.1 -0.4 0.1 0.253
H 0.14386 3.40354 -2.97764 -0.1 -0.1 -0.1 0.302
H 0.83436 2.13618 -2.29453 -0.2 -0.5 -0.1 -0.251
```
Forces are in eV/Å.